Entry 1:
Density functional theory data (wB97M-V/def2-TZVPD) for a molecular structure, C38H102F6N9O16S2 in a non-equilibrium geometry.

```
! RIJCOSX wB97M-V def2-TZVPD def2/J DEFGRID3
* xyz 5 1
C 2.7253 7.6958 -5.7649
H -1.0890 -4.4510 -12.1862
F 2.3326 1.6624 3.4282
O -4.3072 4.5089 8.4611
H -6.4279 -2.4945 6.8553
N 0.5423 -0.1224 1.6060
C 0.3007 -7.6567 -0.7584
H -6.6476 5.5397 1.3810
H -4.2256 -1.3772 7.5403
C 9.6192 4.3899 7.8409
C 2.3388 -7.2251 3.5302
C -1.9393 4.5366 8.1417
S 0.2367 -0.1919 3.1139
H -2.3698 -4.7669 -6.5131
H 6.6576 -3.1880 3.4035
H 2.4061 -7.0040 -0.4599
H -5.5696 -1.7825 -5.2864
H -0.6187 1.5829 -6.0247
F 0.3879 2.5247 3.4057
O -1.1683 -0.1058 3.4513
H 3.8106 0.8380 -0.6880
H -3.6105 -2.9669 8.0666
F 1.1048 1.4407 5.1250
O 4.4996 1.0121 -4.3675
H -2.1643 8.0761 -3.9734
H 7.2347 3.3580 6.8811
H 0.8717 -8.7444 1.6783
H -3.9227 -6.3720 -11.2236
C 4.8186 2.1960 -2.1716
H 3.6850 7.4425 -5.3144
N 4.4653 0.8765 -1.4560
H -4.8601 2.4622 -6.1835
H -1.5842 -6.1501 -9.6173
C 1.4316 -7.8521 1.3982
H -0.7426 -4.6532 -9.7862
H 12.7350 5.4148 7.7539
H -6.5586 -4.0648 8.6681
H 9.4477 4.6716 6.8020
H -5.1562 -4.7794 8.1618
C -0.2602 7.0034 -4.4312
H 3.0887 -9.4799 0.0428
H -8.6310 0.7346 3.2606
H -4.8962 -6.0581 4.9876
C 5.6871 3.0087 -1.1561
H -2.9544 -3.6647 -10.9955
H 5.2546 3.1844 -0.1712
H 2.3077 8.5435 -5.2217
H 1.8509 -7.9760 4.1517
H -3.6155 -0.0477 -7.4408
C -0.7930 5.7586 -3.6235
H -6.1133 -5.9974 3.7207
H 2.3686 -9.4325 -1.3865
H 5.9085 -0.4811 -4.9902
H 3.8407 2.6061 -2.4239
H -4.5777 -2.7797 5.0539
C 5.1953 0.2260 -5.4136
C -1.7445 -5.0760 -9.7108
S -0.2782 -1.4326 0.8265
H -4.6828 -5.0997 3.4747
H 5.3213 0.5989 -0.9974
O 2.6076 -7.6029 2.2005
H 9.5266 2.3359 7.3863
H 6.0065 -2.7473 1.8185
H 10.3135 2.2546 9.5094
H 0.3338 7.6790 -3.8158
F -1.0420 0.4945 -0.8834
O -0.9764 -2.3174 1.7332
H -1.2298 -5.7963 -7.2688
H 6.2918 1.2134 -3.4320
H -1.0019 4.1936 8.5796
H 7.0258 2.2733 8.1744
C -3.2107 4.6934 8.9494
H -6.7825 2.9391 4.0731
C -4.5772 4.4375 2.7883
H -7.1899 5.2670 2.7983
H -5.7163 3.3437 1.1908
C -4.4868 -2.3204 8.0203
C -6.3698 2.5777 3.1311
O 11.0003 4.3702 8.0527
H -4.8572 4.7817 3.7839
H 5.8993 3.9778 -1.6078
H -7.1038 0.0858 2.5356
C 11.6661 5.5759 7.6140
O -2.3114 -4.4621 -8.5878
H -3.7986 3.6757 2.8294
C -1.6552 -4.7950 -7.3357
H -3.0609 -0.8396 -6.0253
H -1.2431 6.0580 -2.6770
H 0.2743 7.5524 -6.5356
H 5.6662 0.8740 -6.1529
H -6.8047 -0.5799 -5.2433
F -2.2796 -1.3443 -1.0673
H -4.5636 0.5025 -4.6167
H 0.0976 5.8137 -6.1784
C -2.7146 -4.7220 -10.8832
O -7.5227 2.0587 2.3673
H -6.5884 -4.8909 7.3450
H -1.8556 -5.9634 -12.3502
H -4.1885 5.3017 2.2496
O -5.9735 -4.2946 4.9164
H 3.2786 -7.2216 4.0823
N -6.9239 4.7630 1.9645
C 5.3643 1.7621 -3.5955
C -4.0953 -5.3542 -10.8738
O 1.8458 6.5974 -5.5849
H 6.7063 2.6317 -1.0713
H -0.2228 -6.7032 -0.6892
H 4.1480 0.0833 -1.9948
C 6.4512 -2.3541 2.7326
H -4.0616 -4.1144 5.8427
H -2.1542 7.2836 -5.2790
H 9.2050 3.3116 10.1993
H -1.2238 0.4742 -7.3405
C -5.8340 3.7102 2.2105
F -2.5555 0.0119 0.6340
H 5.7229 2.5591 -4.2469
H -2.1949 3.7712 7.4090
H -0.5158 -8.3122 -0.4555
C -7.9684 0.7346 2.3951
O 0.5583 -2.1696 -0.1645
H -4.6036 -5.2766 -9.9127
H 0.7693 -7.0023 1.5640
H -5.5509 1.8647 3.2273
O 0.9735 -1.2572 3.8051
C 1.0388 1.4642 3.7939
H -0.8275 -4.1246 -7.1041
H 8.8310 1.8114 9.8594
H -1.4210 5.1188 -4.2436
H -1.6974 5.4245 7.5575
H -0.8194 -0.0034 -5.6326
C 1.7257 -7.7870 -0.1254
H 11.4353 5.8457 6.5834
H 11.3346 6.4878 8.1106
C 7.7066 -1.6955 2.3610
O 8.5206 -1.4497 3.2101
H 5.7812 -1.5894 3.1256
C 0.4411 6.7732 -5.7919
C 7.5650 3.1814 7.9047
H 1.5230 -9.9459 -0.1012
C 9.0275 3.0341 8.0583
N -1.5182 7.8200 -4.7063
N 2.2076 -9.2676 -0.4031
H 4.4759 -0.3612 -5.9844
H 2.8929 7.9620 -6.8085
H -4.9253 -2.2614 9.0164
H -5.8683 1.3879 -6.9660
H -5.9563 -1.1591 -6.8274
H 7.0687 3.9387 8.5116
C -4.9960 -3.5839 5.6592
C -5.5196 -3.0637 7.0532
C -4.8231 0.2489 -5.6445
C -3.5164 0.0909 -6.3642
N -5.4324 1.6353 -6.0891
O -2.6031 1.1176 -6.0448
C -5.3753 -5.4034 4.2597
H 0.0201 5.0570 -3.4372
H -6.1272 1.9836 -5.4442
N 9.3623 2.5942 9.5059
H -8.6942 0.4268 1.6424
O -3.0666 5.2429 10.0489
H 1.9099 -6.2316 3.6611
N -5.9806 -4.2759 7.8671
N -1.9526 -4.9745 -12.1694
H 9.2359 5.1953 8.4674
C -5.8999 -0.8678 -5.7786
C -1.2664 0.7460 -6.2858
C -1.6601 -0.5318 -0.2089
H -7.7439 4.2728 1.6369
H -2.4214 -4.5757 -12.9702
H -1.2560 8.6151 -5.2712
H -4.6940 -4.8779 -11.6502
O 7.8785 -1.2781 1.2165
H 0.3911 -8.0349 -1.7767
*
```

* frontier orbital gap: 1.0 eV
* energy relative to the best compared isomer or geometry (same formula, charge and spin): 59.3 kcal per mole
* LUMO: -9.10 eV

Entry 2:
Density functional theory data (wB97M-V/def2-TZVPD) for a molecular structure, C24H40AlBCl2F4NO6S in a non-equilibrium geometry.

```
! RIJCOSX wB97M-V def2-TZVPD def2/J DEFGRID3
* xyz -1 1
C -3.1444 1.4736 1.9770
C 6.5289 1.7715 -0.8564
H -3.2967 2.8311 -2.7907
C -2.1013 1.3593 -0.6474
H -2.2396 0.3586 -4.8729
H 7.5239 2.3835 -0.7899
H -5.7272 -0.9497 -0.8044
O -3.4123 -0.5643 -1.9320
H 0.2744 2.3433 -1.8895
H -1.3617 -4.6069 -0.0889
H -1.8010 2.3600 -1.2599
C -3.6860 -0.0504 1.9607
B 0.4819 -2.0533 -0.9682
C -1.4993 -4.2221 1.0066
H 2.3753 2.4490 2.0730
C -2.3136 1.3234 -4.1858
H 2.5145 -2.1721 -0.9661
C 0.8136 0.5599 -3.1245
F -1.9292 -3.9068 7.6081
H -4.4665 1.5591 -3.5289
H 1.8994 2.4599 -0.2312
H 4.7242 0.8522 2.4819
H 5.1627 1.1876 -2.6335
C 4.3198 1.2857 1.4470
H -4.6967 -0.1685 2.5798
H 4.0539 3.6406 1.2633
O 1.8145 -1.8910 -0.2803
H 5.7756 3.0099 1.8474
H 1.1182 -1.9984 2.2255
C 0.1839 1.1514 -1.9534
C 0.3524 0.8271 0.5781
C -2.4942 2.0473 0.7896
C -5.9371 -0.0357 -1.5165
C 4.8827 2.7954 1.1155
C -3.3068 0.8233 -1.5988
H 1.9059 0.0904 -3.0175
F 0.4005 -5.2157 6.3796
H -2.8891 -0.7106 2.5575
C -0.8291 -1.1201 -0.6898
Cl -2.0203 3.8652 1.1146
C -4.8602 1.1740 -1.0843
H 4.5293 0.4901 0.6066
O -1.4439 2.3114 -4.5463
H 2.3354 0.5777 2.3516
H -2.6553 -4.1592 1.2566
H 5.5394 3.9242 -0.7538
C -0.9466 -2.6528 1.2207
H 6.5790 0.8311 -0.1236
H -5.9071 -0.2869 -2.6572
H 4.3360 2.4859 -1.0776
C 2.6944 1.4007 1.6012
H -0.4807 -2.0180 3.3610
F -0.1499 -2.3787 5.8336
H 6.7035 0.0948 -2.5378
C 1.8817 1.3429 0.1360
C 5.2952 2.8125 -0.4741
C -3.3768 1.6681 -3.0499
H 0.3898 -3.6385 2.9368
H -5.3119 2.1459 -1.6109
H -3.8242 -0.5044 0.8879
C -0.6563 0.5057 -0.6758
O 0.4980 -3.2743 -1.8565
S -2.0698 -1.5117 -2.0850
H 0.0487 1.6653 1.3228
O -1.4288 -1.6654 -3.4820
H -1.0424 -4.9650 1.8048
H 0.3338 0.4199 -4.2084
F -1.9058 -4.4582 4.7192
Cl -3.4633 2.4343 3.5751
H 0.9216 -4.0027 -1.3072
H 6.9337 1.8699 -3.1367
H -6.9961 0.3899 -1.1657
O -2.5474 -2.9857 -1.7490
H 0.5712 -0.1177 1.2764
H -5.0259 1.3253 0.0328
C 6.3052 1.2067 -2.3800
N -1.4707 -1.6374 0.5359
H 2.4774 0.5898 -0.5124
C 0.1320 -2.5623 2.5013
Al -0.8961 -3.9899 6.1352
*
```

* frontier orbital gap: 6.5 eV
* LUMO: 0.77 eV

Entry 3:
Density functional theory data (wB97M-V/def2-TZVPD) for a molecular structure, C8H10NO6S3Sr in a non-equilibrium geometry.

```
! RIJCOSX wB97M-V def2-TZVPD def2/J DEFGRID3
* xyz 1 1
C 0.9901 0.9283 -0.7370
H 1.7073 1.9371 1.0238
H -2.4008 -1.2210 0.7568
H -1.7499 1.8648 -2.5124
C -0.0490 2.8482 0.2515
O 0.4688 0.0875 2.4099
H -1.3036 -0.0582 0.0034
O 0.5814 -2.7208 1.0121
O -1.4257 -3.3466 -0.0893
C 2.1197 -0.0978 -0.6987
H 2.4472 -0.3018 0.3265
C -0.9993 1.8915 -1.7313
N 0.1298 -2.0008 -1.4283
O 1.9667 -1.3540 -2.9495
H 0.0674 0.2080 -2.5026
Sr -2.9114 -2.4554 3.6024
O -0.8375 -1.7291 3.1847
H -0.0606 3.5810 1.0531
C 0.9523 1.8984 0.2436
O 2.6297 -2.6787 -1.1308
H 2.9800 0.3612 -1.1992
C -1.0163 2.8260 -0.7213
C -1.3389 -0.9206 0.6935
S -0.8100 -0.4979 2.3161
S 1.7459 -1.6407 -1.5583
S -0.3734 -2.3546 0.0021
H -1.7053 0.4309 2.8093
H -1.8243 3.5548 -0.7103
C 0.0197 0.9602 -1.7198
*
```

* frontier orbital gap: 4.5 eV
* energy relative to the best compared isomer or geometry (same formula, charge and spin): 0.0 kcal per mole
* LUMO: -6.99 eV

Entry 4:
Density functional theory data (wB97M-V/def2-TZVPD) for 9 unconnected molecules or ions with the total composition C40H67Br2Cl16N3O6S2 in a non-equilibrium geometry.

```
! RIJCOSX wB97M-V def2-TZVPD def2/J DEFGRID3
* xyz 0 1
H -0.8882 -2.4917 13.3711
Cl -4.4231 1.5463 6.6593
H -2.9242 -5.2507 -2.5501
H 6.1620 0.9738 -0.3652
H 7.6946 1.8330 -3.4201
C 1.0310 -2.5750 -2.8311
H 0.4720 2.4022 -7.9525
C 6.5038 6.9978 -5.2592
H 6.4254 8.0628 -3.4064
C -3.2803 1.2029 -1.7500
C 5.6660 0.1562 -0.8863
H 3.7432 -2.3558 14.7800
O 6.0581 -0.1464 -2.1581
C 0.3377 -2.7380 -1.5060
H 6.7169 6.0578 -4.7504
H -3.6795 0.4805 -6.1031
C -1.9937 1.9208 -1.2334
C -3.4435 1.3393 -5.4492
C -4.0451 1.0384 -4.0452
C -0.0282 -2.5495 -0.3698
H -3.9905 1.1769 -0.9026
C -7.8804 4.0726 -3.4598
Cl 5.4810 6.6033 -6.6640
C 2.0570 0.3526 -3.5740
H 2.6525 -0.3627 -2.9656
C 3.2438 -3.3128 14.6418
H 4.8384 7.5895 -4.0174
H -4.3695 -4.2576 -2.2209
C -1.7315 -2.1457 13.9711
C -4.3970 1.6619 10.4588
C -2.8824 -0.2541 5.2884
H 4.4203 1.3720 -5.5345
H 10.3015 1.6371 -5.0294
N 4.7155 -0.5958 -0.4834
C -3.6954 -4.3313 -4.3544
H -1.3019 -5.7640 4.4343
H -1.3547 -3.7487 -3.3034
H 0.6957 0.5965 -1.3265
H 2.0254 3.2743 -8.0746
C -7.1224 3.5380 -4.6455
H -4.0539 1.4167 9.4551
H -3.0067 0.1929 -2.1049
H -1.6800 1.5506 -0.2429
Cl -7.0653 3.6761 -1.9234
N -3.9124 1.9290 -2.8767
H 0.6952 -4.8310 3.1810
H -7.7043 3.6798 -5.5556
Cl 8.4940 3.8185 -4.4104
Cl -5.4277 3.5865 12.1065
H -1.4443 1.6524 -3.2867
C 1.7564 -3.1395 14.4573
C 2.0745 1.2161 -6.0396
H -2.3386 1.4150 -5.4469
C -0.1677 -5.2725 2.6859
H -3.0216 -1.5542 12.3723
H -0.4347 -2.2612 0.5773
H -2.0185 0.1859 5.7829
H -5.0084 -0.4788 5.5987
H -2.6695 -1.3050 5.0982
H -2.2930 -5.5070 2.9976
C 0.5710 -0.0577 -3.4282
H 1.5319 2.0246 -9.3062
N 4.4182 -1.4697 -1.5053
O -4.6816 0.0178 -3.9475
H -5.3555 3.4426 9.7683
C 1.5366 2.3000 -8.2391
C -1.4111 -5.1614 3.5330
H -4.8746 2.1807 -2.6485
H 2.1100 -2.3773 -2.7163
H 3.4351 -3.9290 15.5196
C 5.2194 -1.1784 -2.4709
H 0.9690 -3.5741 -3.3130
Cl -1.7075 -3.4831 4.0620
H 0.0517 -6.3220 2.4891
H -7.9998 5.1528 -3.5128
Cl -0.3662 -4.4696 1.1014
C -0.8887 1.6891 -2.3293
H 7.4423 7.4054 -5.6299
Cl -3.0680 0.5319 3.7004
S 5.3579 -1.9543 -4.0546
H -3.5216 -2.3449 -3.3074
O 1.1868 -3.1719 -5.7944
Cl -1.7571 -3.0939 15.4846
C -4.6668 3.1424 10.5573
C -3.1200 -2.8946 -4.1735
H 2.2867 1.3462 -3.1541
O -1.0830 -1.6903 -3.7970
Cl -3.3006 -3.8757 12.5449
Cl 4.0033 -4.1361 13.2558
H -4.5148 -5.8803 -3.0230
H -1.5459 -1.1090 14.2511
C 5.8230 7.9508 -4.3075
C 9.3606 1.2352 -4.6588
H -5.2914 1.0773 10.6654
H -0.7982 -0.3707 -1.6919
C 2.6337 0.1919 -5.0265
H -3.8839 -1.9961 13.8468
C 0.3035 -1.5806 -3.7803
H 6.1203 -0.1848 -5.4686
C 8.6815 2.1907 -3.7090
Cl 1.3707 -1.9730 13.1626
C -3.9161 -4.9569 -2.9408
H 1.2698 -4.0827 14.2169
H -4.5965 -4.3558 -4.9902
C 4.1894 0.5148 -4.8700
Br 1.1734 2.7815 -5.2845
Cl 5.6303 9.5785 -5.0063
H 4.8566 -1.0588 -6.3085
H -2.9102 -4.9348 -4.8524
H 9.5682 0.2952 -4.1482
H -0.2145 2.5656 -2.4138
C 2.1560 1.1965 -7.3701
H 9.2815 2.3020 -2.8061
C -4.1262 -0.1330 6.1333
C -1.5626 -3.0052 -4.0974
H -4.0175 -0.7330 7.0365
H -8.8717 3.6220 -3.4193
C -0.0831 0.3727 -2.0780
H 1.3131 -2.7521 15.3740
O 2.5477 -1.1915 -5.3848
H -3.8869 2.2209 -5.9467
H -2.1893 3.0100 -1.2441
O 0.1995 -1.1614 -6.4683
Cl -3.1191 1.1325 11.5864
H 0.0108 0.4859 -4.2189
C 5.1211 -0.6392 -5.3256
C -3.0329 -2.2442 13.2150
Cl -5.5748 4.3868 -4.8829
H -6.9132 2.4742 -4.5383
H -3.7522 3.7226 10.4524
H 4.4132 0.8571 -3.8466
H -3.3355 -2.2933 -5.0777
Cl 8.3353 0.8485 -6.0632
Br 3.0791 -0.2298 -8.2651
S 1.0397 -1.7750 -5.4767
H -1.2431 -3.3983 -5.0770
*
```

* frontier orbital gap: 9.1 eV
* SMILES string: C#CC[C@@]1(OCCCC)[C@@H](CCCCNC(C)=O)C[C@](CCSc2nnco2)(/C(Br)=C(/C)Br)OS1(=O)=O.ClCCCl.ClCCCl.ClCCCl.ClCCCl.ClCCCl.ClCCCl.ClCCCl.ClCCCl
* LUMO: 0.14 eV

Entry 5:
Density functional theory data (wB97M-V/def2-TZVPD) for a molecular structure, C4H5Li2O in a non-equilibrium geometry.

```
! RIJCOSX wB97M-V def2-TZVPD def2/J DEFGRID3
* xyz 1 1
H 1.2918 -1.0349 -0.0446
C -0.1309 1.4943 -0.2853
Li 0.0519 3.5844 -2.8628
C -0.6875 -1.8071 0.1175
H -1.1471 1.6339 -1.0035
H -1.6429 -1.9549 -0.4183
H 0.3026 -1.0719 -1.6079
H -0.3308 1.2601 0.7964
O -0.6610 -2.1742 1.3597
C 0.3069 -1.0987 -0.5173
C -0.0600 2.3306 -1.2466
Li 0.5062 -2.4358 2.6598
*
```

* frontier orbital gap: 6.3 eV
* energy relative to the best compared isomer or geometry (same formula, charge and spin): 65.9 kcal per mole
* LUMO: -3.93 eV

Entry 6:
Density functional theory data (wB97M-V/def2-TZVPD) for a molecular structure, C8H15FN in a non-equilibrium geometry.

```
! RIJCOSX wB97M-V def2-TZVPD def2/J DEFGRID3
* xyz 1 1
H 0.3109 3.2931 0.2699
C -1.2586 -2.1163 0.1397
C 0.3246 2.2437 0.6765
C -0.2483 -1.4349 0.6079
H -0.4171 0.8172 -1.4401
C -2.3024 0.7633 -0.2442
H 2.2884 -1.2254 -0.6601
H 0.9346 -0.5817 1.9633
H -2.4086 -1.6794 -1.6356
H 0.6124 2.5376 1.7268
H 2.9828 -0.5926 0.9965
C 2.2790 -1.2847 0.4632
H -3.2963 -1.4729 -0.1215
F -3.0598 0.7867 0.8182
H 2.6286 -2.2661 0.8615
H -0.6789 1.8253 0.7392
C 0.9210 -0.9996 1.0303
H 1.3268 0.4243 -1.8569
H 0.7339 2.1469 -1.8552
C -2.3468 -1.5175 -0.6317
H -2.0465 -0.4088 -0.6016
C 0.6749 1.1186 -1.4154
H 2.1203 1.4813 0.0970
N 1.0920 1.3144 -0.0738
H -1.1666 -3.1726 0.1461
*
```

* frontier orbital gap (alpha / beta): 7.6 / 3.5 eV
* energy relative to the best compared isomer or geometry (same formula, charge and spin): 234.5 kcal per mole
* LUMO (alpha / beta): -5.19 / -7.72 eV

Entry 7:
Density functional theory data (wB97M-V/def2-TZVPD) for a single C4H4FNO2 molecule in a non-equilibrium geometry.

```
! RIJCOSX wB97M-V def2-TZVPD def2/J DEFGRID3
* xyz 0 1
H -0.8814 -0.2247 -2.1575
C -1.2179 0.3796 -0.1489
C 0.6911 -0.6227 1.3379
H -1.6244 -0.5401 0.3399
C 0.3122 0.4832 0.4682
O 1.7008 -0.3534 -1.4957
F 0.7073 1.7037 0.8492
H 1.4584 -0.4616 2.1763
C 0.7572 0.0472 -0.8284
N -0.5014 -0.0742 -1.3536
O 0.2218 -1.6851 0.9058
H -1.6237 1.3480 -0.0933
*
```

* frontier orbital gap: 10.1 eV
* SMILES string: O=C[C@]1(F)CNC1=O
* energy relative to the best compared isomer or geometry (same formula, charge and spin): 45.9 kcal per mole
* LUMO: -0.09 eV

| no. | M (g/mol) |
| --- | --- |
| 1 | 1119.40 |
| 2 | 655.34 |
| 3 | 399.99 |
| 4 | 1477.18 |
| 5 | 82.96 |
| 6 | 144.21 |
| 7 | 117.08 |